Record 1
Density functional theory data (the ωB97M-V functional and the def2-TZVPD basis) for C25H38N7O3SSi2W as an isolated structure in a non-equilibrium geometry.

Results
Molar mass: 756.70 g mol⁻¹
LUMO energy (alpha / beta): -11.508 / -11.492 eV
HOMO (alpha / beta): -17.1 / -17.1 eV
Total charge: +3

Last column: Löwdin charge in e.
CARTESIAN COORDINATES (ANGSTROEM)
W -0.24 -0.31 0.11  1.863
C -1.63 1.33 2.30  -0.147
Si -1.54 2.58 0.90  0.505
C -0.57 4.07 1.36  -0.141
C -3.19 2.86 0.16  -0.132
N -0.55 1.53 -0.30  -0.175
C -0.60 1.85 -1.67  -0.274
C -0.85 3.09 -2.21  0.008
C -0.90 3.20 -3.60  0.023
C -0.72 2.09 -4.43  0.001
C -0.44 0.85 -3.90  0.023
C -0.34 0.74 -2.50  -0.273
N -0.02 -0.40 -1.80  -0.118
Si 0.63 -1.95 -2.73  0.534
C -0.80 -2.75 -3.54  -0.124
C 1.31 -2.93 -1.29  -0.151
C 1.99 -1.38 -3.82  -0.138
H -1.60 1.84 3.26  0.082
H -0.78 0.63 2.39  -0.005
H -2.55 0.74 2.26  0.049
H -1.27 4.88 1.57  0.068
H 0.10 4.42 0.57  0.049
H 0.02 3.90 2.26  0.051
H -3.89 3.08 0.98  0.070
H -3.55 1.98 -0.37  0.043
H -3.21 3.71 -0.52  0.055
H -1.01 3.97 -1.59  0.117
H -1.09 4.17 -4.04  0.138
H -0.81 2.21 -5.50  0.137
H -0.31 0.00 -4.55  0.104
H -1.64 -2.89 -2.85  0.025
H -0.48 -3.74 -3.87  0.074
H -1.16 -2.21 -4.41  0.056
H 1.18 -2.48 -0.30  -0.027
H 2.38 -3.10 -1.41  0.063
H 0.82 -3.90 -1.20  0.070
H 1.66 -1.13 -4.83  0.056
H 2.71 -2.20 -3.91  0.067
H 2.53 -0.51 -3.43  0.045
C 1.81 1.30 1.72  -0.153
N 3.14 1.68 2.03  -0.060
C 3.87 0.55 2.63  -0.106
N 3.93 -0.56 1.68  -0.066
C 2.62 -1.02 1.36  -0.132
N 1.78 0.12 0.68  -0.186
C 2.61 0.61 -0.53  -0.161
N 3.92 1.01 -0.15  -0.062
C 3.84 2.11 0.81  -0.107
C 4.63 -0.12 0.47  -0.107
H 1.28 2.13 1.25  0.091
H 1.29 0.95 2.61  0.130
H 3.36 0.23 3.54  0.146
H 4.87 0.87 2.89  0.149
H 2.08 -1.32 2.25  0.124
H 2.68 -1.84 0.65  0.106
H 2.06 1.44 -0.97  0.128
H 2.65 -0.23 -1.22  0.103
H 3.32 2.96 0.37  0.142
H 4.85 2.43 1.08  0.149
H 5.64 0.19 0.73  0.149
H 4.69 -0.95 -0.24  0.143
O -0.14 -1.49 1.93  -0.080
C -1.17 -2.16 1.57  -0.442
N -1.27 -2.25 0.22  -0.141
S -2.87 -1.88 -0.09  0.770
O -2.66 -0.41 -0.07  -0.365
O -3.44 -2.46 -1.25  -0.181
C -3.46 -2.46 1.45  -0.209
C -4.74 -2.77 1.83  0.030
C -4.90 -3.16 3.17  0.021
C -3.82 -3.22 4.05  0.014
C -2.53 -2.90 3.64  0.058
C -2.36 -2.53 2.32  -0.133
H -5.58 -2.71 1.16  0.146
H -5.89 -3.43 3.52  0.139
H -4.00 -3.53 5.07  0.137
H -1.69 -2.97 4.32  0.145

---

Record 2
Density functional theory data (the ωB97M-V functional and the def2-TZVPD basis) for C9H4Cl2GaLaN2O3 as an isolated structure in a non-equilibrium geometry.

Results
ΔE to the lowest compared entry with this formula, charge and spin: 3.643 eV
Molar mass: 467.68 g mol⁻¹
LUMO energy: -17.917 eV
HOMO: -20.1 eV
Total charge: +4

Last column: Löwdin charge in e.
CARTESIAN COORDINATES (ANGSTROEM)
Ga 0.06 0.05 -5.87  0.876
La -0.15 0.42 -0.69  1.770
Cl -0.50 1.31 -4.10  0.269
Cl 1.07 -0.84 -2.49  -0.129
C -1.07 -1.53 0.21  -0.108
C -0.53 1.21 -8.24  0.099
C 0.42 -1.15 -7.41  0.113
O -1.40 -2.25 1.09  0.214
O -0.59 1.25 -9.38  0.251
O 0.57 -1.64 -8.47  0.356
N 0.95 -2.32 6.08  0.259
C 0.62 -1.56 5.24  -0.121
C 0.31 -0.55 4.26  -0.156
C -0.11 0.71 4.71  0.078
C -0.32 1.74 3.79  0.028
C -0.08 1.46 2.44  -0.163
N 0.46 0.30 1.98  -0.107
C 0.58 -0.71 2.90  -0.060
H -0.15 0.85 5.79  0.162
H -0.62 2.76 4.08  0.152
H -0.30 2.18 1.63  0.084
H 0.80 -1.69 2.46  0.134

---

Record 3
Density functional theory data (the ωB97M-V functional and the def2-TZVPD basis) for a 15-piece molecular cluster, C35H45F10N5O40 overall in a non-equilibrium geometry.

Results
ΔE to the lowest compared entry with this formula, charge and spin: 0.400 eV
Molar mass: 1365.72 g mol⁻¹
LUMO energy: -0.228 eV
HOMO: -10.1 eV

Last column: Löwdin charge in e.
CARTESIAN COORDINATES (ANGSTROEM)
C 3.13 1.77 5.04  0.044
N 4.14 1.29 6.03  -0.412
O 4.51 2.07 6.96  0.015
O 4.78 0.30 5.75  0.072
H 2.54 2.57 5.48  0.099
H 2.60 0.90 4.64  0.093
H 3.74 2.18 4.23  0.101
C -4.33 2.99 -1.59  0.030
N -4.61 2.95 -0.18  -0.429
O -3.77 2.36 0.53  0.036
O -5.63 3.49 0.22  0.076
H -5.04 2.28 -2.02  0.103
H -3.30 2.73 -1.82  0.085
H -4.55 4.01 -1.94  0.113
C -0.21 -0.25 0.35  0.065
N -0.32 0.03 -1.11  -0.372
O -1.51 -0.06 -1.44  0.038
O 0.63 0.34 -1.79  0.075
H -0.22 -1.33 0.51  0.087
H -0.95 0.26 0.98  0.103
H 0.79 0.07 0.63  0.070
C -0.26 3.84 -2.94  0.061
N -0.65 3.99 -1.51  -0.404
O -0.29 3.16 -0.69  0.062
O -1.25 5.06 -1.19  0.022
H 0.61 4.46 -3.13  0.088
H -1.14 4.11 -3.52  0.100
H 0.06 2.80 -2.92  0.082
C 2.99 0.66 -4.00  0.071
N 4.10 -0.32 -4.36  -0.399
O 3.85 -1.36 -5.02  0.022
O 5.23 -0.13 -3.97  0.067
H 2.22 0.11 -3.46  0.074
H 2.73 1.04 -4.99  0.105
H 3.42 1.55 -3.54  0.063
C 6.21 3.64 -4.24  -0.085
C 5.83 4.44 -5.48  -0.324
O 4.65 4.95 -5.07  0.189
C 4.10 4.16 -4.19  -0.505
O 3.00 4.29 -3.68  0.151
O 4.97 3.14 -3.85  0.032
F 5.67 3.76 -6.66  0.081
H 6.61 4.31 -3.49  0.147
H 7.02 2.93 -4.43  0.155
H 6.68 5.10 -5.65  0.174
C 0.35 0.71 8.02  -0.091
C -0.58 -0.48 8.17  -0.284
O -1.20 -0.53 6.88  0.154
C -1.14 0.69 6.40  -0.508
O -1.87 1.07 5.50  0.160
O -0.42 1.53 7.23  0.071
F -1.46 -0.31 9.18  0.089
H 1.27 0.57 7.45  0.141
H 0.54 1.10 9.02  0.152
H -0.03 -1.39 8.42  0.173
C -5.99 -1.31 -1.74  -0.020
C -4.63 -0.82 -1.53  -0.330
O -3.96 -2.10 -1.51  0.095
C -4.79 -3.01 -0.92  -0.593
O -4.42 -4.05 -0.39  0.142
O -5.97 -2.54 -1.00  0.130
F -4.47 -0.23 -0.36  0.110
H -6.23 -1.45 -2.80  0.136
H -6.80 -0.72 -1.33  0.159
H -4.13 -0.19 -2.27  0.163
C 2.78 -3.60 3.08  -0.045
C 3.55 -2.40 3.49  -0.428
O 4.70 -2.37 2.71  0.165
C 4.89 -3.60 2.20  -0.576
O 5.83 -4.07 1.63  0.153
O 3.82 -4.33 2.44  0.100
F 3.71 -2.36 4.76  0.136
H 1.95 -3.28 2.45  0.107
H 2.41 -4.19 3.91  0.153
H 2.98 -1.52 3.19  0.141
C -2.85 -1.74 3.67  -0.074
C -2.43 -2.98 4.28  -0.379
O -1.02 -2.82 4.35  0.126
C -0.61 -1.83 3.48  -0.461
O 0.56 -1.46 3.38  0.128
O -1.71 -1.15 3.08  0.078
F -2.78 -3.92 3.46  0.135
H -3.26 -1.13 4.47  0.140
H -3.55 -1.83 2.84  0.154
H -2.77 -3.20 5.29  0.178
C -5.28 -4.84 -3.98  -0.051
C -4.32 -3.92 -4.75  -0.362
O -5.08 -2.81 -5.07  0.163
C -6.35 -3.02 -4.94  -0.478
O -7.28 -2.29 -5.43  0.093
O -6.52 -4.24 -4.26  0.061
F -3.97 -4.55 -5.83  0.135
H -5.07 -4.68 -2.92  0.115
H -5.16 -5.90 -4.21  0.152
H -3.47 -3.73 -4.09  0.154
C 4.93 1.94 0.79  -0.052
C 4.45 2.00 -0.62  -0.413
O 3.33 1.19 -0.73  0.140
C 3.58 0.24 0.17  -0.520
O 2.99 -0.84 0.20  0.141
O 4.58 0.62 0.96  0.105
F 5.34 1.64 -1.49  0.132
H 4.46 2.72 1.38  0.144
H 6.02 2.04 0.75  0.154
H 3.98 2.95 -0.89  0.170
C -1.03 -3.37 -0.88  -0.062
C 0.33 -3.86 -1.42  -0.244
O 0.79 -4.63 -0.28  0.156
C 0.01 -4.40 0.76  -0.582
O 0.15 -4.92 1.90  0.102
O -0.89 -3.56 0.49  0.108
F 1.17 -2.83 -1.58  0.094
H -1.84 -3.98 -1.29  0.132
H -1.25 -2.36 -1.21  0.108
H 0.27 -4.56 -2.25  0.171
C -1.62 3.19 3.08  -0.014
C -0.55 4.29 3.57  -0.227
O 0.63 3.77 2.95  0.130
C 0.48 2.50 2.61  -0.607
O 1.39 1.83 2.20  0.148
O -0.74 2.07 2.88  0.072
F -0.51 4.13 4.91  0.057
H -2.16 3.53 2.19  0.115
H -2.35 3.11 3.89  0.128
H -0.76 5.34 3.35  0.169
C -0.23 -0.47 -4.89  -0.094
C -1.49 -1.21 -5.14  -0.222
O -2.46 -0.21 -4.66  0.126
C -1.91 1.01 -4.72  -0.553
O -2.50 2.07 -4.54  0.126
O -0.61 0.87 -4.89  0.085
F -1.49 -2.32 -4.32  0.047
H 0.45 -0.66 -5.72  0.151
H 0.18 -0.80 -3.93  0.121
H -1.63 -1.52 -6.17  0.179

---

Record 4
Density functional theory data (the ωB97M-V functional and the def2-TZVPD basis) for C33H29NO5P2PtS as an isolated structure.

Results
ΔE to the lowest compared entry with this formula, charge and spin: 0.541 eV
Molar mass: 808.69 g mol⁻¹
LUMO energy: -0.270 eV
HOMO: -7.5 eV

Last column: Löwdin charge in e.
CARTESIAN COORDINATES (ANGSTROEM)
Pt -1.49 -1.35 0.90  0.969
C 5.29 2.59 0.30  -0.415
S 4.12 3.02 1.60  0.805
C 2.77 3.68 0.59  -0.497
C 2.00 2.61 -0.18  -0.254
C 1.29 1.63 0.73  -0.267
N 0.46 0.68 -0.05  -0.352
P 0.60 -1.04 0.24  0.814
C 0.96 -1.79 -1.35  -0.338
C 0.45 -3.07 -1.59  -0.072
C 0.72 -3.69 -2.80  -0.062
C 1.48 -3.05 -3.77  -0.073
C 1.98 -1.77 -3.53  -0.075
C 1.72 -1.14 -2.32  -0.103
C 2.04 -1.36 1.26  -0.337
C 3.33 -1.08 0.82  -0.085
C 4.42 -1.37 1.63  -0.067
C 4.22 -1.95 2.88  -0.065
C 2.94 -2.24 3.32  -0.061
C 1.84 -1.94 2.51  -0.072
P -1.27 0.70 0.15  0.805
C -1.77 2.26 0.86  -0.342
C -1.75 3.42 0.09  -0.073
C -2.09 4.63 0.67  -0.066
C -2.47 4.68 2.01  -0.066
C -2.51 3.52 2.77  -0.062
C -2.16 2.31 2.20  -0.074
C -1.91 0.69 -1.55  -0.349
C -3.24 0.30 -1.73  -0.076
C -3.77 0.27 -3.01  -0.063
C -2.98 0.61 -4.10  -0.074
C -1.66 0.99 -3.92  -0.074
C -1.12 1.04 -2.64  -0.097
H 6.20 2.25 0.79  0.031
H 5.52 3.46 -0.32  0.038
H 4.92 1.78 -0.33  0.019
H 3.17 4.43 -0.08  0.077
H 2.11 4.19 1.30  0.075
H 2.68 2.06 -0.83  0.093
H 1.26 3.10 -0.83  0.106
H 0.66 2.18 1.45  0.109
H 2.02 1.09 1.33  0.078
H -0.16 -3.56 -0.84  0.097
H 0.33 -4.68 -2.99  0.111
H 1.67 -3.53 -4.71  0.106
H 2.56 -1.26 -4.29  0.105
H 2.08 -0.14 -2.15  0.092
H 3.49 -0.65 -0.16  0.101
H 5.42 -1.15 1.29  0.108
H 5.07 -2.17 3.51  0.108
H 2.78 -2.70 4.28  0.111
H 0.84 -2.17 2.85  0.095
H -1.47 3.38 -0.95  0.108
H -2.08 5.54 0.08  0.108
H -2.76 5.63 2.45  0.109
H -2.82 3.56 3.81  0.111
H -2.19 1.40 2.78  0.106
H -3.84 0.00 -0.88  0.103
H -4.80 -0.04 -3.15  0.111
H -3.39 0.56 -5.10  0.106
H -1.04 1.24 -4.77  0.105
H -0.09 1.34 -2.49  0.089
O -5.85 -5.47 2.09  0.155
C -5.00 -4.68 1.82  -0.237
C -3.49 -4.95 1.73  -0.282
O -2.95 -6.03 1.81  0.120
C -2.89 -3.63 1.50  -0.312
C -3.85 -2.64 1.46  -0.311
O -3.50 -1.38 1.31  -0.234
C -5.20 -3.18 1.53  -0.283
O -6.26 -2.62 1.36  0.116
O -1.62 -3.35 1.35  -0.231

---

Record 5
Density functional theory data (the ωB97M-V functional and the def2-TZVPD basis) for one molecule with the formula C3H4N2O.

Results
ΔE to the lowest compared entry with this formula, charge and spin: 0.900 eV
Molar mass: 84.08 g mol⁻¹
LUMO energy: 1.055 eV
HOMO: -8.9 eV

Last column: Löwdin charge in e.
CARTESIAN COORDINATES (ANGSTROEM)
O 2.24 0.04 -0.31  0.062
C 0.90 -0.04 -0.27  -0.442
C 0.02 1.06 -0.19  -0.015
C -1.23 0.47 -0.20  -0.109
N -1.04 -0.86 -0.27  -0.046
N 0.27 -1.20 -0.32  0.079
H 2.58 -0.86 -0.44  0.110
H 0.27 2.11 -0.15  0.102
H -2.22 0.90 -0.15  0.113
H -1.73 -1.59 -0.29  0.146

---

Record 6
Density functional theory data (the ωB97M-V functional and the def2-TZVPD basis) for C19H23Cl2NSTb as an isolated structure in a non-equilibrium geometry.

Results
2S+1: 7
Molar mass: 527.30 g mol⁻¹
LUMO energy (alpha / beta): 2.307 / 2.308 eV
HOMO (alpha / beta): -1.2 / -1.3 eV
Total charge: -1

Last column: Löwdin charge in e.
CARTESIAN COORDINATES (ANGSTROEM)
Tb 1.93 -0.31 -0.33  0.582
Cl 1.62 -2.71 -1.13  -0.228
Cl 2.92 2.02 -0.11  -0.259
C 3.73 -1.09 0.52  -0.528
H 4.49 -0.46 1.02  -0.156
H 4.02 -2.16 0.46  -0.159
C -1.37 1.44 -1.49  -0.114
C -0.21 0.95 -1.80  -0.212
H -1.47 2.21 -0.71  0.111
C -0.02 -0.14 -2.83  -0.243
H 0.73 1.45 -1.45  0.006
C -1.20 -0.25 -3.81  -0.197
H 0.91 -0.01 -3.41  0.118
H 0.10 -1.11 -2.33  0.006
C -2.57 -0.10 -3.15  -0.208
H -1.10 0.55 -4.55  0.108
H -1.15 -1.20 -4.36  0.111
C -2.66 1.09 -2.18  -0.196
H -3.32 0.01 -3.93  0.100
H -2.81 -1.01 -2.59  0.110
H -3.06 1.96 -2.74  0.108
H -3.41 0.85 -1.41  0.102
N 0.62 -0.41 1.56  -0.490
S 1.15 -0.26 3.04  1.024
C 0.22 1.04 3.88  -0.355
C -1.00 0.80 4.52  -0.074
C -1.54 1.76 5.38  -0.083
C -0.89 2.99 5.54  -0.094
C 0.26 3.27 4.80  -0.083
C 0.80 2.31 3.95  -0.071
C 0.63 -1.69 3.98  -0.379
C 1.44 -2.08 5.06  -0.068
C 1.00 -3.08 5.93  -0.078
C -0.23 -3.70 5.71  -0.087
C -1.01 -3.35 4.61  -0.077
C -0.57 -2.36 3.72  -0.088
H -0.36 -0.71 1.55  0.005
H -1.51 -0.16 4.38  0.095
H -2.46 1.54 5.92  0.099
H -1.30 3.73 6.24  0.098
H 0.75 4.25 4.90  0.105
H 1.70 2.51 3.36  0.114
H 2.39 -1.57 5.21  0.114
H 1.62 -3.36 6.78  0.102
H -0.59 -4.47 6.41  0.100
H -1.97 -3.83 4.43  0.104
H -1.17 -2.08 2.86  0.107

---

Record 7
Density functional theory data (the ωB97M-V functional and the def2-TZVPD basis) for one molecule with the formula C10H11N3 in a non-equilibrium geometry.

Results
ΔE to the lowest compared entry with this formula, charge and spin: 5.177 eV
Molar mass: 173.22 g mol⁻¹
LUMO energy (alpha / beta): -1.348 / -1.893 eV
HOMO (alpha / beta): -9.1 / -9.0 eV

Last column: Löwdin charge in e.
CARTESIAN COORDINATES (ANGSTROEM)
C -1.06 -1.09 3.20  -0.200
C -2.44 -0.28 1.46  -0.208
C -0.14 1.13 -1.04  0.022
C -0.05 1.28 0.30  -0.403
C -0.09 -0.26 -1.65  -0.104
C -0.77 -1.17 -0.59  -0.112
C -1.26 -0.96 1.84  -0.113
C -0.16 -0.99 0.74  -0.491
C -0.39 2.72 0.56  -0.022
C 0.91 -1.97 1.08  -0.011
N -0.92 -1.19 4.35  0.197
N -3.42 0.14 1.03  0.201
N 0.19 0.38 1.15  0.207
H -0.38 2.03 -1.56  0.107
H -0.68 -0.33 -2.51  0.093
H 0.93 -0.43 -1.91  0.112
H -1.77 -0.69 -0.40  0.099
H -0.99 -2.16 -1.00  0.139
H 0.03 3.33 -0.21  0.069
H -0.12 3.13 1.54  0.089
H -1.44 2.74 0.54  0.071
H 0.63 -3.00 0.92  0.091
H 1.05 -1.99 2.14  0.067
H 1.90 -1.79 0.64  0.102

---

Q: Look up the molar mass of the fourth one.
A: 808.69 g mol⁻¹